# 1
Computed, not measured: a 7-piece molecular cluster, C13H31FIN14O8S overall at a distorted geometry, with wB97M-V/def2-TZVPD.

Summary:
**Molar mass**: 689.450 g/mol
**E_HOMO**: -11.21 eV
**Kohn-Sham gap**: 0.218 hartree
**LUMO energy**: -5.280 eV

ORCA input file:
```
! RIJCOSX wB97M-V def2-TZVPD def2/J DEFGRID3
* xyz 1 1
N 0.409 2.664 2.108
C 1.095 2.219 1.157
C 0.490 1.551 -0.080
C 1.240 0.317 -0.476
C 0.622 -0.928 -0.378
C 1.308 -2.058 -0.761
S 0.464 -3.615 -0.674
O -0.901 -3.415 -0.988
O 1.153 -4.593 -1.440
F 0.603 -3.975 0.815
C 2.612 -1.990 -1.211
C 3.183 -0.740 -1.298
N 2.502 0.371 -0.954
I 3.471 2.181 -1.218
H -0.592 2.544 1.937
H 2.170 2.308 1.258
H -0.509 1.246 0.213
H 0.373 2.242 -0.915
H -0.387 -1.012 -0.006
H 3.159 -2.867 -1.518
H 4.195 -0.642 -1.653
C -2.473 5.102 2.135
O -2.152 4.171 1.404
N -3.463 4.996 3.060
N -1.864 6.319 2.046
H -3.744 5.748 3.661
H -3.933 4.113 3.132
H -1.130 6.407 1.366
H -2.109 7.116 2.603
C 3.336 5.054 2.366
O 3.018 5.169 1.187
N 4.453 5.651 2.873
N 2.599 4.331 3.260
H 4.733 5.578 3.833
H 5.011 6.195 2.242
H 1.754 3.886 2.931
H 2.848 4.237 4.226
C 3.811 -7.745 0.513
O 4.587 -8.106 1.371
N 3.188 -6.523 0.549
N 3.487 -8.529 -0.567
H 2.543 -6.204 -0.150
H 3.400 -5.929 1.328
H 3.926 -9.430 -0.627
H 2.854 -8.246 -1.291
C -2.078 5.720 -2.454
O -2.039 6.006 -3.636
N -1.736 4.475 -1.984
N -2.464 6.602 -1.486
H -1.766 4.218 -1.010
H -1.441 3.798 -2.662
H -2.723 7.528 -1.771
H -2.505 6.365 -0.512
C -0.527 -10.408 -0.229
O -1.312 -11.278 0.091
N 0.773 -10.388 0.200
N -0.884 -9.368 -1.052
H 1.435 -9.678 -0.053
H 1.065 -11.134 0.803
H -1.829 -9.353 -1.385
H -0.258 -8.638 -1.331
C -5.061 2.395 -1.986
O -4.301 2.034 -1.098
N -6.239 1.751 -2.244
N -4.788 3.463 -2.789
H -6.876 2.028 -2.967
H -6.465 0.961 -1.671
H -3.929 3.953 -2.616
H -5.389 3.778 -3.527
*
```

# 2
Computed, not measured: C17H20F5N3PdS2SeSi as an isolated structure, with wB97M-V/def2-TZVPD.

Summary:
**Molar mass**: 638.958 g/mol
**E_HOMO**: -0.94 eV
**Kohn-Sham gap**: 0.197 hartree
**LUMO energy**: 4.428 eV

ORCA input file:
```
! RIJCOSX wB97M-V def2-TZVPD def2/J DEFGRID3
* xyz -2 1
Pd 0.475 0.053 0.898
C 3.501 4.899 -2.601
Si 2.975 3.159 -3.088
C 4.461 2.063 -2.861
C 2.588 3.193 -4.928
C 1.386 2.789 -2.184
C 0.350 3.689 -2.400
C -0.885 3.542 -1.776
C -1.029 2.463 -0.919
N -0.066 1.585 -0.685
C 1.138 1.704 -1.303
S 2.250 0.449 -0.895
H 4.404 5.204 -3.140
H 3.714 4.933 -1.529
H 2.715 5.630 -2.805
H 5.280 2.461 -3.471
H 4.245 1.037 -3.160
H 4.767 2.027 -1.815
H 3.471 3.461 -5.516
H 1.793 3.907 -5.157
H 2.248 2.205 -5.250
H 0.501 4.533 -3.071
H -1.701 4.231 -1.947
H -1.960 2.281 -0.393
C 1.725 -3.360 1.913
N 0.735 -2.397 2.343
C 1.107 -1.023 2.488
S -0.080 0.076 3.198
N 2.499 -0.911 2.823
C 3.056 0.427 2.942
H 1.229 -4.324 1.796
H 2.510 -3.473 2.663
H 2.195 -3.126 0.943
H -0.087 -2.449 1.746
H 3.023 -1.446 2.145
H 2.252 1.130 3.150
H 3.546 0.749 2.017
H 3.775 0.469 3.768
F -3.908 -6.991 -3.017
C -3.330 -5.891 -2.482
C -2.125 -5.978 -1.814
F -1.524 -7.182 -1.700
C -1.545 -4.846 -1.271
F -0.374 -5.038 -0.638
C -2.108 -3.568 -1.351
Se -1.295 -2.030 -0.604
C -3.327 -3.535 -2.038
F -3.992 -2.377 -2.197
C -3.929 -4.652 -2.588
F -5.111 -4.549 -3.235
*
```

# 3
Computed, not measured: C25H33BrClCrN2O8P as an isolated structure, with wB97M-V/def2-TZVPD.

Summary:
**Molar mass**: 687.872 g/mol
**E_HOMO (alpha / beta)**: -5.60 / -5.62 eV
**Kohn-Sham gap (alpha / beta)**: 0.256 / 0.256 hartree
**LUMO energy (alpha / beta)**: 1.350 / 1.352 eV
**<S²>**: 3.78

ORCA input file:
```
! RIJCOSX wB97M-V def2-TZVPD def2/J DEFGRID3
* xyz -1 4
Cr -0.498 1.039 0.382
N -2.322 0.224 -0.099
C -2.318 -1.206 0.266
C -1.326 -1.465 1.389
O -1.458 -2.426 2.126
O -0.366 -0.602 1.416
H -2.997 0.744 0.451
H -2.514 0.361 -1.086
H -1.951 -1.779 -0.588
H -3.306 -1.567 0.551
C 1.112 -5.088 1.512
C 0.706 -5.185 0.039
C -0.723 -5.728 -0.049
P 0.710 -3.502 -0.755
C 2.462 -2.884 -0.605
C 3.581 -3.880 -0.900
C 2.693 -2.154 0.722
C 0.665 -3.908 -2.592
C 1.089 -5.309 -3.028
C -0.721 -3.577 -3.152
H 0.920 -6.042 2.014
H 0.530 -4.315 2.022
H 2.170 -4.859 1.631
H 1.386 -5.870 -0.476
H -1.406 -5.056 0.475
H -0.787 -6.715 0.421
H -1.070 -5.826 -1.081
H 2.472 -2.112 -1.380
H 3.541 -4.740 -0.227
H 4.556 -3.403 -0.763
H 3.538 -4.250 -1.925
H 2.829 -2.849 1.552
H 1.856 -1.503 0.966
H 3.598 -1.542 0.654
H 1.367 -3.187 -3.025
H 0.373 -6.063 -2.693
H 2.069 -5.593 -2.644
H 1.129 -5.365 -4.120
H -1.494 -4.195 -2.684
H -0.758 -3.758 -4.232
H -0.968 -2.530 -2.972
Br 0.351 0.079 -1.745
O -1.559 1.848 1.997
C -0.482 2.170 2.573
O 0.631 1.934 2.042
C -0.532 2.829 3.913
C 0.335 2.406 4.913
C 0.289 2.988 6.171
C -0.608 4.011 6.433
C -1.452 4.419 5.416
C -1.444 3.844 4.160
N -2.409 5.512 5.692
O -3.116 5.887 4.781
O -2.429 5.976 6.816
H 1.041 1.617 4.690
H 0.958 2.648 6.950
H -0.663 4.491 7.398
H -2.131 4.177 3.395
Cl 5.636 4.160 -2.409
C 3.925 3.941 -2.126
C 3.035 4.152 -3.166
C 1.681 3.980 -2.932
C 1.222 3.590 -1.680
C 2.131 3.385 -0.651
C 3.491 3.563 -0.868
C -0.262 3.397 -1.478
O -1.048 3.852 -2.288
O -0.609 2.793 -0.379
H 3.403 4.443 -4.141
H 0.956 4.139 -3.718
H 1.777 3.087 0.327
H 4.206 3.405 -0.072
*
```

# 4
Computed, not measured: a 7-piece molecular cluster, H14O7 overall at a distorted geometry, with wB97M-V/def2-TZVPD.

Summary:
**Molar mass**: 126.105 g/mol
**E_HOMO**: -10.15 eV
**Kohn-Sham gap**: 0.367 hartree
**Structure (SMILES)**: O.O.O.O.O.O.O
**LUMO energy**: -0.163 eV

ORCA input file:
```
! RIJCOSX wB97M-V def2-TZVPD def2/J DEFGRID3
* xyz 0 1
O -0.923 21.497 -22.881
H -0.145 21.603 -23.411
H -1.119 22.262 -22.353
O 3.294 21.915 -23.094
H 3.722 21.455 -23.814
H 2.877 21.172 -22.700
O 5.595 22.608 -22.148
H 6.041 21.810 -22.319
H 4.670 22.370 -22.451
O 1.461 23.983 -22.111
H 2.012 24.699 -22.381
H 1.872 23.299 -22.613
O 1.274 22.200 -20.082
H 2.214 21.985 -19.992
H 1.368 22.962 -20.657
O -0.242 24.874 -19.934
H -0.477 25.803 -19.869
H 0.664 24.951 -19.709
O -1.895 23.519 -21.594
H -2.596 23.957 -21.117
H -1.124 24.000 -21.215
*
```

Repeat the fourth record exactly.
Computed, not measured: a 7-piece molecular cluster, H14O7 overall at a distorted geometry, with wB97M-V/def2-TZVPD.

Summary:
**Molar mass**: 126.105 g/mol
**E_HOMO**: -10.15 eV
**Kohn-Sham gap**: 0.367 hartree
**Structure (SMILES)**: O.O.O.O.O.O.O
**LUMO energy**: -0.163 eV

ORCA input file:
```
! RIJCOSX wB97M-V def2-TZVPD def2/J DEFGRID3
* xyz 0 1
O -0.923 21.497 -22.881
H -0.145 21.603 -23.411
H -1.119 22.262 -22.353
O 3.294 21.915 -23.094
H 3.722 21.455 -23.814
H 2.877 21.172 -22.700
O 5.595 22.608 -22.148
H 6.041 21.810 -22.319
H 4.670 22.370 -22.451
O 1.461 23.983 -22.111
H 2.012 24.699 -22.381
H 1.872 23.299 -22.613
O 1.274 22.200 -20.082
H 2.214 21.985 -19.992
H 1.368 22.962 -20.657
O -0.242 24.874 -19.934
H -0.477 25.803 -19.869
H 0.664 24.951 -19.709
O -1.895 23.519 -21.594
H -2.596 23.957 -21.117
H -1.124 24.000 -21.215
*
```

Question: Which of these has the highest molar mass?
Answer: C13H31FIN14O8S

Repeat the fourth record exactly.
Computed, not measured: a 7-piece molecular cluster, H14O7 overall at a distorted geometry, with wB97M-V/def2-TZVPD.

Summary:
**Molar mass**: 126.105 g/mol
**E_HOMO**: -10.15 eV
**Kohn-Sham gap**: 0.367 hartree
**Structure (SMILES)**: O.O.O.O.O.O.O
**LUMO energy**: -0.163 eV

ORCA input file:
```
! RIJCOSX wB97M-V def2-TZVPD def2/J DEFGRID3
* xyz 0 1
O -0.923 21.497 -22.881
H -0.145 21.603 -23.411
H -1.119 22.262 -22.353
O 3.294 21.915 -23.094
H 3.722 21.455 -23.814
H 2.877 21.172 -22.700
O 5.595 22.608 -22.148
H 6.041 21.810 -22.319
H 4.670 22.370 -22.451
O 1.461 23.983 -22.111
H 2.012 24.699 -22.381
H 1.872 23.299 -22.613
O 1.274 22.200 -20.082
H 2.214 21.985 -19.992
H 1.368 22.962 -20.657
O -0.242 24.874 -19.934
H -0.477 25.803 -19.869
H 0.664 24.951 -19.709
O -1.895 23.519 -21.594
H -2.596 23.957 -21.117
H -1.124 24.000 -21.215
*
```

Question: Look up the molar mass of the first one.
Answer: 689.450 g/mol